Record 1
Density functional theory data (ωB97M-V with the def2-TZVPD basis set) for a 3-piece molecular cluster, C28H48ClF6N5O6S overall.

ORCA input file:
```
! wB97M-V def2-TZVPD RIJCOSX def2/J DEFGRID3
* xyz 0 1
C -6.1254 4.2189 -2.6747
C -3.5157 5.3832 0.4568
F -1.6621 -1.0289 1.7235
C -1.7117 0.0663 2.7565
H -8.9637 5.7797 -7.2443
H 3.7863 -2.5133 3.5951
H 4.8411 -5.6421 6.6423
F -0.9631 -0.2346 3.9979
H 5.9953 -4.2866 6.4190
N 0.0065 3.1542 -3.2569
H 5.9353 -5.7998 0.4887
H -3.8925 5.4859 -0.6600
H 2.8675 -7.3296 2.2401
H 4.0033 -7.0409 4.5013
H -5.5037 4.6706 -1.8884
H -8.0086 4.7010 -3.6675
H -3.6610 4.8974 -3.0945
C 1.4931 1.5090 -2.0776
H -3.5429 6.4609 0.9178
N 2.7304 -1.9344 -2.8743
C 5.2239 -4.8960 5.9418
H 1.0383 -2.7078 -1.5347
C 3.9209 -7.5889 2.3873
H -1.2476 5.5552 0.0886
C -7.4048 5.0413 -2.8249
H 3.8382 -0.2318 1.8878
H -3.7168 3.1221 -3.3489
O -7.5050 5.5412 -5.7988
C 3.1510 -1.5034 3.6377
C -2.0105 4.7060 0.4375
H -6.8765 7.4521 -6.1368
H -6.3733 3.1915 -2.3806
H 3.4296 -8.6582 4.1696
H 5.7623 -7.5609 0.5633
N 1.5803 -2.2371 -0.7527
C -1.3376 1.5608 2.0987
Cl 1.8652 1.0991 3.3427
H -9.5721 5.5392 -5.5708
H -1.6434 4.3423 1.4864
C 2.9239 -1.8312 -1.3461
H -5.5534 6.4587 -4.2006
C 1.5620 -0.2042 1.9937
C 1.0721 0.6220 0.6956
F -2.7539 2.0170 1.8179
C 2.9643 -1.0021 2.0494
H -1.8944 4.1436 -1.7246
H 4.3936 -4.2524 5.6488
C 5.2232 -6.6114 0.6640
H -6.3049 7.9998 -3.8614
C -0.7382 2.4489 -0.5528
S 1.2612 2.7583 -4.4441
C -4.0121 4.0954 -3.7484
H 4.0906 -3.5799 -1.7236
H 3.8283 0.1079 -2.0668
H 4.1696 -0.1077 -0.2546
H 2.5665 -2.9452 -3.1480
H 6.4869 -6.9959 6.0425
H 3.9381 -3.2614 -0.1023
H 2.1040 -1.7277 4.1101
H 3.0495 -1.9833 1.4221
F -0.9182 2.5517 3.1609
C 3.3049 -0.2291 -1.0446
C 0.1862 2.4222 -1.9488
O 5.4460 -8.5078 4.1280
C -7.3689 6.8851 -5.3401
H -3.5503 4.2326 -4.7267
F -3.3293 2.8390 -0.8910
C -1.9806 3.4977 -0.7207
C 6.6733 -6.5528 5.0538
H 7.4586 -8.3098 4.1261
C 4.1694 -7.9092 3.8635
H 3.8134 -0.7510 4.2661
H 1.7093 -3.0175 -0.0458
H 1.8330 -1.4500 -3.1541
H -8.3459 7.3334 -5.1388
H 4.1550 -8.4721 1.7862
N 2.1574 1.6289 -3.4310
C -8.8020 5.2576 -6.2987
H -8.8762 4.1794 -6.4671
F -3.1562 0.0089 3.2171
H -8.0127 4.8854 -1.9276
O 4.6956 -6.4652 1.9727
H 0.7827 -1.0335 2.3566
O -5.4212 4.1511 -3.9141
O -7.1859 6.4578 -2.8938
O 5.7391 -5.5116 4.7706
C -0.3573 1.5245 0.7919
N 4.0612 -2.7812 -1.0203
C -6.5201 6.9447 -4.0675
H 6.6604 -7.2501 2.9854
H -4.2587 4.6962 1.0462
C 6.5916 -7.6536 3.9968
H 4.4209 -6.5497 -0.0747
H 7.6750 -6.1055 5.0516
C 1.9432 0.6205 -0.7328
*
```

Summary:
- DFT total energy: -3277.7691 a.u.
- Kohn-Sham gap: 6.49 eV

Atomic partial charges in e from the Löwdin method, atoms 1 to 2: atom 1 (C): -0.182, atom 2 (C): -0.118

=====

Record 2
Density functional theory data (ωB97M-V with the def2-TZVPD basis set) for C38H40BF10N6PRbS2 as an isolated structure.

ORCA input file:
```
! wB97M-V def2-TZVPD RIJCOSX def2/J DEFGRID3
* xyz -1 1
C 3.3394 3.5037 1.5184
C -6.6789 -4.4070 0.9688
C -2.7020 -1.3130 -0.9002
S -1.4811 4.4889 0.2239
C -4.2960 -4.5343 0.5131
H -1.7610 -4.6633 1.9791
H 4.4357 2.3129 -2.1237
C 2.3524 -2.0235 5.5421
C 4.6727 5.1870 2.3358
H -2.6436 7.7583 2.2016
C 1.7809 1.3035 -4.0811
H -1.9404 0.7502 -0.4168
N 2.9564 0.8571 -1.9133
C -1.3297 -3.3312 0.2817
C -2.2531 0.0051 -1.1694
H 3.0366 1.7660 -5.5924
H 2.8710 -0.3007 -1.6243
C -0.1485 7.9672 1.2798
C 4.2398 1.1654 -3.9936
H 4.3218 0.1135 -4.3945
H -3.1366 6.4762 1.0589
C -0.6487 5.8766 0.5566
C 1.1964 -1.5585 4.8158
H 2.8681 -1.4474 6.2467
H 5.5255 5.6214 2.8402
C 3.7623 5.7138 1.4726
F -7.9109 -6.2704 0.5777
C -2.3621 -0.3856 -3.5440
S 2.7228 1.9583 1.2344
N 0.7158 6.0546 0.5876
C 4.2558 1.3033 -2.4799
C -3.1131 -2.0495 -2.0142
C 0.6803 -2.6263 3.9901
H -7.4652 -2.4982 1.3271
H 1.4061 -4.7136 3.7521
N 3.0622 1.7733 -4.5986
H -3.2982 -2.1089 -4.2028
H -2.9605 8.1914 0.3928
H 1.9372 4.8549 -1.0968
F -1.7186 1.3012 -5.1616
Rb 1.9855 -1.5494 1.3809
B 1.6730 4.8827 0.1104
F 1.7046 -6.8267 -1.6737
H 5.0416 0.7071 -2.0115
H 5.5893 1.9946 2.3699
C 0.8844 -5.2416 -0.1185
H 2.8826 1.3144 -0.9904
C -2.0807 0.4421 -2.4696
C 0.6834 -4.0856 -0.8757
F 1.9632 -7.2471 0.5742
H -3.5047 -5.2030 0.2240
H 1.9652 7.6089 1.4509
N -1.1830 7.0797 0.9255
H 1.6668 0.1559 -4.3840
H -0.1324 -2.5094 3.2702
H -5.1856 -1.4568 1.6083
H -0.4371 -2.3913 -1.4769
H 4.4029 2.0952 3.5860
C -2.5628 7.4052 1.1748
H 0.9276 1.8330 -4.6217
C 2.4591 -3.3856 5.2703
H 1.7390 2.5688 -2.3482
C -0.4225 -3.2301 -0.7737
C -8.0159 -4.9947 0.9826
C -1.1481 -4.4873 1.0829
F -1.0051 -0.7917 -5.4329
H -1.7366 1.4435 -2.5816
H -5.5906 -6.2136 0.4660
N 2.9428 4.7102 0.9772
C -0.0401 -5.3693 0.9060
F -3.0853 -0.2745 -5.8263
C 1.0002 7.3353 1.0953
H -0.0142 -6.1968 1.5801
H 5.1589 1.7482 -4.2926
C 1.7424 1.4634 -2.6124
F 2.9449 -1.5030 -1.1484
P -2.5928 -2.1937 0.7119
C -5.2725 -2.4238 1.1935
C -6.5310 -3.0197 1.1438
C -2.0613 -0.0295 -4.9627
C 1.4963 -3.7581 4.2556
H 3.6954 6.6990 1.0741
H -0.3983 9.0068 1.4128
C -5.5400 -5.1285 0.6213
H 5.9140 3.1769 3.7021
H 1.0898 3.8472 0.3149
H 1.4479 -3.8253 -1.6193
C 5.1447 2.7180 3.1166
H 0.6306 -0.6306 4.8734
F -8.7776 -4.9560 2.1124
H 3.3140 -3.9507 5.6128
C -2.9161 -1.5995 -3.3400
F 3.1426 -5.7057 -0.5041
F -8.8228 -4.3975 0.0022
H 0.8557 0.9584 -2.2469
H -3.5813 -3.0224 -1.8984
C 1.9172 -6.2957 -0.4369
C -4.1266 -3.1333 0.7691
N 4.4685 3.7606 2.3049
*
```

Summary:
- DFT total energy: -3986.0071 a.u.
- Relative energy (zero: lowest compared OMol25 entry of this formula, charge and spin): 198.68 kJ/mol
- Kohn-Sham gap: 5.01 eV

Atomic partial charges in e from the Löwdin method, atoms 1 to 2: atom 1 (C): -0.706, atom 2 (C): -0.133

=====

Record 3
Density functional theory data (ωB97M-V with the def2-TZVPD basis set) for a 2-piece molecular cluster, CHN2O2P overall.

ORCA input file:
```
! wB97M-V def2-TZVPD RIJCOSX def2/J DEFGRID3
* xyz 0 1
H 0.8680 -1.2069 2.2127
O 1.1688 -1.2683 -0.1690
N -2.5344 0.7225 -0.6539
O 1.1214 0.4749 -1.5017
C -1.4971 0.6376 -0.1545
P -0.0044 0.8033 0.7775
N 0.8777 -0.1631 -0.5112
*
```

Summary:
- DFT total energy: -639.7909 a.u.
- Relative energy (zero: lowest compared OMol25 entry of this formula, charge and spin): 337.55 kJ/mol
- Kohn-Sham gap (spin up / spin down): 8.00 / 8.61 eV

Atomic partial charges in e from the natural (NBO) method, atoms 1 to 2: atom 1 (H): 0.023, atom 2 (O): -0.340